1.
Molecular formula: C36H58BrClInN3O7SSi2
Method: DFT, ωB97M-V/def2-TZVPD

Structure (XYZ):
```
110
Properties=species:S:1:pos:R:3:forces:R:3:mulliken_charge:R:1
In -0.75138 2.71126 0.33329 3.018 -1.950 -1.911 -0.6488
C -0.22988 -7.52832 -1.04623 0.438 -0.009 0.103 -1.6472
C -0.63669 -6.75360 0.24198 -0.638 1.649 -0.570 2.1916
C -0.00049 -7.37368 1.49435 0.259 -1.569 0.153 -1.7333
C -2.19514 -6.72442 0.35838 0.189 -1.858 -0.533 -1.6453
C -0.25464 -5.24822 0.18538 0.242 -0.013 -0.159 0.4255
C -0.37868 -4.44603 -0.98583 0.727 -1.608 1.100 -0.4498
C -0.10121 -3.10193 -0.94098 -0.153 -1.092 0.659 -0.6712
Br -0.83084 -2.06244 -2.32832 0.302 0.523 -0.376 -0.1882
C 0.45772 -2.49810 0.22933 -0.700 -0.798 0.074 0.8577
O 0.55971 -1.27476 0.31659 0.373 2.539 0.262 0.1978
C 0.75749 -3.36337 1.35386 0.258 -1.101 0.640 -1.0406
C 0.20930 -4.65375 1.38355 0.151 0.608 -0.707 -0.4582
C 1.65360 -2.88223 2.53344 -1.167 0.538 0.375 2.6260
C 2.07340 -4.06600 3.43116 -0.880 0.039 0.086 -2.1463
C 2.87972 -2.10765 2.08247 -0.150 0.187 -1.509 -1.4787
C 0.88515 -1.85693 3.41311 -0.467 0.543 -1.386 -1.4560
H -0.38653 -8.63318 -0.90713 -0.074 0.923 -0.189 0.4237
H 0.86380 -7.37996 -1.25826 -0.951 -0.056 0.149 0.3379
H -0.81398 -7.16372 -1.92813 0.489 -0.390 0.689 0.3302
H 0.00437 -8.49175 1.40967 -0.277 0.647 0.041 0.3885
H -0.56534 -7.13597 2.41732 0.384 -0.029 -0.477 0.2871
H 1.07607 -7.11980 1.64171 -0.873 0.143 -0.227 0.3010
H -2.55652 -7.77092 0.23022 -0.113 0.329 0.559 0.4126
H -2.73474 -6.18500 -0.41735 0.575 0.333 -0.306 0.3056
H -2.52408 -6.29354 1.29017 0.002 -0.041 0.500 0.3839
H -0.54409 -4.93594 -1.94314 -0.555 0.169 0.121 0.2087
H 0.11181 -5.21205 2.34077 0.547 0.559 -1.007 -0.0553
H 2.51787 -4.87745 2.80448 0.073 0.607 0.765 0.2845
H 1.14001 -4.47542 3.90436 0.889 0.166 -0.234 0.3831
H 2.70515 -3.66692 4.26102 -0.097 -0.567 -0.705 0.4286
H 3.53287 -2.76872 1.48222 0.374 0.121 0.825 0.4928
H 3.28580 -1.61177 2.99066 0.474 -0.422 -0.911 0.2145
H 2.59431 -1.35087 1.30836 -0.038 -0.196 1.062 -0.1510
H 0.12902 -2.35589 3.98703 -0.462 -0.319 0.599 0.4575
H 0.33856 -1.17982 2.69120 0.828 -0.342 0.890 -0.0630
H 1.57393 -1.28877 4.06197 -0.414 -0.129 -0.184 0.3793
Cl -2.91370 -1.59616 3.34813 0.549 0.142 0.063 -0.1882
C -2.44741 0.07720 3.40356 0.149 0.937 -1.151 -0.1866
C -2.93700 0.87499 4.44485 -0.219 -0.246 -0.631 -0.3350
C -2.97552 2.25122 4.28358 0.582 -0.125 0.478 -0.9079
C -2.40186 2.79395 3.16074 0.288 0.817 -1.014 -0.2087
N -1.83514 2.06257 2.18341 -0.383 -2.027 1.194 0.6321
C -1.82208 0.69854 2.27259 -1.979 1.444 2.333 -0.8791
H -3.40466 0.42288 5.30683 0.020 -0.200 0.001 0.4612
H -3.38624 2.91734 5.04443 0.058 -0.317 -0.230 0.4116
H -2.42577 3.87479 2.95911 0.135 -0.634 0.154 0.3967
H -1.49701 0.19513 1.40157 0.667 -0.948 -0.530 1.0135
C 3.70158 1.61381 -5.21821 1.034 0.157 2.336 -1.0580
S 2.49980 0.94492 -4.02189 -1.360 2.991 1.410 0.9444
O 2.99854 -0.13104 -3.23707 0.406 -0.756 -1.050 -0.5480
O 1.26082 0.91238 -4.73613 0.097 -0.581 -0.284 -0.5828
O 2.30037 2.15568 -2.91834 0.766 -1.132 -1.959 -0.2894
H 3.59798 1.27126 -6.20015 -0.722 -0.908 -1.303 0.4141
H 4.66946 1.27805 -4.83716 0.034 0.180 -0.052 0.3459
H 3.69330 2.69971 -5.23253 -0.316 0.019 0.320 0.2687
O -1.65834 6.25473 -0.20383 0.742 0.101 1.734 -0.5614
N -1.33692 5.78183 0.88092 -0.481 -2.896 0.381 0.7207
O -0.87531 6.31090 1.88435 -0.828 -0.062 -1.888 -0.5729
O -1.59993 4.37023 1.02945 -0.717 5.265 0.207 -0.2168
C -3.64476 -0.35785 -0.48072 -0.397 0.741 0.204 -0.4706
Si -3.51910 1.34402 -1.20214 -0.100 -0.036 -1.588 0.2060
C -4.34815 2.48098 0.00651 0.649 2.057 -0.038 -0.7187
C -4.65947 1.24477 -2.78463 -0.373 0.425 -0.770 -1.1486
C -1.78010 1.96145 -1.61034 0.039 0.342 0.594 0.7059
Si -1.81234 3.36637 -2.88449 -0.612 -0.883 -0.588 0.3783
C -1.81379 2.54236 -4.60079 -1.637 -0.190 -1.165 -0.8356
C -3.24497 4.60846 -2.81196 0.429 -0.786 0.301 -1.0336
C -0.41850 4.59035 -2.86827 0.490 0.387 -1.893 -1.0056
H -4.11984 -1.03889 -1.17151 -0.344 -0.292 0.140 0.4293
H -4.14466 -0.20732 0.47587 -0.541 -0.463 -0.042 0.3060
H -2.69603 -0.73395 -0.23849 1.492 -0.785 0.163 -0.3266
H -3.99262 2.34250 1.04062 -0.252 0.036 -0.411 0.1038
H -5.42810 2.53336 -0.00972 -0.395 -0.453 0.007 0.5857
H -4.04358 3.52742 -0.30492 -0.152 -0.886 0.517 0.0287
H -5.71356 0.97536 -2.53624 0.671 -0.131 0.178 0.3446
H -4.29904 0.47607 -3.53664 -0.266 0.862 0.848 0.2537
H -4.79980 2.22829 -3.32911 0.508 -1.020 0.478 0.2325
H -1.15650 1.15250 -2.08956 -0.435 0.643 0.714 0.0597
H -2.68508 1.80714 -4.82088 1.419 0.989 0.792 0.1843
H -0.87212 2.01687 -4.78540 -0.115 0.087 -0.100 0.1701
H -1.99448 3.32200 -5.40439 0.554 -0.575 0.783 0.2636
H -4.28855 4.30153 -2.83389 0.096 -0.040 0.191 0.2993
H -3.04414 5.29286 -3.61737 -0.027 0.383 -0.486 0.4131
H -2.95394 5.11336 -1.90248 -0.530 0.509 0.494 0.2222
H 0.57822 4.18401 -2.98570 0.198 -0.472 -0.368 0.1294
H -0.31106 5.18228 -2.00546 -0.364 0.847 1.335 0.3681
H -0.59774 5.31637 -3.72966 0.228 -0.837 0.918 0.1906
C 5.02144 2.07114 -0.86782 -0.649 -1.216 0.024 -1.1044
N 4.08123 0.99199 -0.41671 3.901 -0.553 -1.326 0.8660
C 4.56425 -0.39372 -0.69638 -0.518 1.176 1.382 -0.6605
C 2.84544 1.29441 0.02551 -5.215 2.394 1.841 -1.2643
C 2.58636 2.31637 1.06196 0.790 -3.493 -1.954 1.5538
C 3.63968 2.60711 1.96973 0.214 0.781 -0.101 -0.9043
C 3.50401 3.52098 2.98260 1.045 0.415 0.374 -0.4475
C 2.28124 4.12349 3.22471 -1.236 0.717 0.255 -1.3161
C 1.18410 3.77165 2.38206 0.353 -0.495 0.075 0.4293
C 1.30081 2.85656 1.30720 -1.532 1.638 0.952 -0.4371
H 5.44836 1.72957 -1.84842 0.147 0.410 0.622 0.4411
H 5.82023 2.21660 -0.09369 -0.358 0.089 -0.805 0.2781
H 4.50068 3.03862 -1.04795 0.114 -0.709 0.340 0.2028
H 5.65403 -0.35078 -0.78937 -0.074 -0.140 -0.174 0.4027
H 4.09479 -0.79637 -1.59501 0.187 -0.183 0.152 0.1948
H 4.33688 -1.02676 0.18596 0.088 0.239 -0.631 0.1169
H 1.88576 0.69174 -0.15446 1.734 0.426 -0.538 0.5828
H 2.65995 1.82329 -2.05365 -0.323 0.113 0.669 0.1123
H 4.56885 2.10027 1.79190 0.390 -0.149 0.071 0.3597
H 4.38716 3.84706 3.58884 -0.729 -0.580 -0.395 0.2317
H 2.18081 4.86413 4.05300 -0.092 -0.583 -0.831 0.2846
H 0.20728 4.22270 2.59085 0.429 -0.115 0.014 0.1820
```
Forces are in eV/Å.

As for the net charge: -2. The energy relative to the best compared isomer or geometry (same formula, charge and spin) comes out at 496.0 kJ/mol. The lowest unoccupied orbital energy (spin up / spin down) comes out at 3.86 / 3.86 eV.

---

2.
Molecular formula: C16H29N3O2
Method: DFT, ωB97M-V/def2-TZVPD

Structure (XYZ):
```
50
Properties=species:S:1:pos:R:3:forces:R:3:nbo_charge:R:1
C -3.25680 -4.24988 1.21131 -0.002 0.216 -0.122 -0.5995
C -2.60357 -3.09797 0.45860 0.167 -0.237 0.128 -0.3962
C -1.08788 -3.26485 0.37474 -0.206 0.344 -0.218 -0.3969
C -0.42202 -2.11646 -0.38249 0.038 -0.315 -0.086 -0.2244
N -0.60814 -0.85719 0.29886 0.156 -0.314 0.268 -0.6253
C -1.22658 0.20011 -0.25148 0.089 0.341 0.306 0.6715
O -1.64999 0.22418 -1.39066 -0.199 0.088 -0.325 -0.6382
C -1.38156 1.40640 0.69083 -0.031 0.073 -0.482 -0.1373
C -2.63575 1.23538 1.56818 0.003 -0.040 0.038 -0.3939
C -2.09504 0.67446 2.88332 0.078 0.161 -0.046 -0.4144
C -0.74726 1.37691 3.01382 0.144 0.021 0.432 -0.2109
N -0.29729 1.52016 1.64051 -0.353 -0.155 0.148 -0.4652
C 1.03828 1.58727 1.33889 -0.214 0.151 -0.115 0.7972
O 1.88823 1.52045 2.20880 0.339 -0.068 0.300 -0.6729
N 1.32442 1.75350 0.01899 -0.085 0.100 -0.333 -0.6489
C 2.67885 1.64885 -0.48098 0.497 -0.020 0.155 -0.0534
C 2.95240 0.25733 -1.06798 -0.201 0.057 0.080 -0.4046
C 2.17435 0.02350 -2.36056 0.339 -0.004 -0.042 -0.4093
C 2.51015 1.10476 -3.38287 -0.328 -0.004 0.017 -0.3969
C 2.18433 2.48507 -2.82134 0.343 -0.018 -0.056 -0.4012
C 2.95126 2.73487 -1.52422 -0.212 -0.010 0.072 -0.4017
H -2.87276 -4.31112 2.22762 0.013 -0.053 0.121 0.1996
H -3.05375 -5.19491 0.71259 -0.007 -0.141 -0.009 0.2016
H -4.33417 -4.11249 1.25981 -0.113 -0.070 0.054 0.2101
H -3.01327 -3.04051 -0.55160 -0.019 0.090 -0.043 0.2029
H -2.83867 -2.15716 0.96123 -0.023 0.066 -0.059 0.1930
H -0.66898 -3.32324 1.38308 0.054 -0.088 0.055 0.1910
H -0.85196 -4.19931 -0.13708 0.060 -0.077 0.036 0.2079
H -0.86677 -2.00325 -1.37393 0.119 -0.037 0.063 0.2316
H 0.64985 -2.31480 -0.49464 -0.079 0.040 -0.085 0.1956
H -0.24259 -0.77600 1.23548 -0.015 0.145 -0.091 0.4041
H -1.47487 2.30181 0.06181 0.026 -0.220 -0.025 0.2207
H -3.37084 0.58628 1.09451 -0.036 0.063 -0.045 0.2279
H -3.09625 2.20832 1.73998 -0.011 0.012 -0.031 0.2156
H -2.75316 0.88650 3.72295 -0.010 -0.051 0.041 0.2237
H -1.96350 -0.40656 2.81468 0.006 -0.030 0.020 0.1993
H -0.00446 0.82153 3.58963 -0.096 0.087 -0.008 0.2305
H -0.86471 2.36580 3.47389 0.017 -0.100 0.070 0.1880
H 0.59174 1.69826 -0.66660 -0.116 0.046 0.052 0.3972
H 3.32141 1.80273 0.39298 -0.110 -0.014 -0.195 0.2410
H 4.02192 0.17278 -1.27075 0.083 -0.042 0.004 0.2024
H 2.69258 -0.49871 -0.32370 0.068 -0.012 0.061 0.2084
H 2.42534 -0.96005 -2.76417 -0.102 -0.038 0.022 0.2096
H 1.10014 0.03211 -2.16401 -0.127 -0.065 -0.003 0.2002
H 1.94538 0.93504 -4.30152 0.073 -0.008 -0.061 0.2094
H 3.57408 1.05488 -3.62721 0.065 -0.008 -0.064 0.1919
H 2.44659 3.25473 -3.55035 -0.116 0.042 0.011 0.2116
H 1.10922 2.55756 -2.64260 -0.117 0.060 -0.045 0.1900
H 2.68015 3.70723 -1.10910 0.082 0.017 0.048 0.2147
H 4.02192 2.74571 -1.73723 0.067 0.019 -0.013 0.2029
```
Forces are in eV/Å.

The energy relative to the best compared isomer or geometry (same formula, charge and spin) comes out at 0.0 kJ/mol. The lowest unoccupied orbital energy comes out at 0.78 eV. The SMILES is CCCCNC(=O)[C@H]1CCCN1C(=O)NC1CCCCC1.